This record from the OMol25 dataset describes a structure of composition C25H36Br2GeN5O2OsSe. The level of theory is ωB97M-V/def2-TZVPD.

```
73
Properties=species:S:1:pos:R:3:forces:R:3
Os -2.855875 1.321227 1.495775 0.1 0.0 -0.1
Br -7.362123 -3.668847 1.307135 0.0 0.0 0.0
Br -7.578324 2.736196 -3.199644 0.0 0.0 0.0
Se 8.099112 -2.814419 -2.398822 0.2 0.0 0.0
Ge 10.671309 -4.324741 -0.948847 0.0 0.0 0.0
O -1.427355 0.172180 0.094075 -0.2 0.1 0.0
O -3.796340 1.736148 3.944555 0.0 0.0 0.0
N -4.277687 1.862130 -0.087771 0.0 0.0 0.0
N -1.743262 3.111237 1.500738 0.0 0.0 0.0
N -1.617785 -2.039122 -0.378145 0.0 0.0 0.0
N -2.474295 -0.454264 -1.819712 0.0 0.0 0.0
N -4.216386 -0.281321 1.474051 0.0 0.0 0.0
C -6.272992 1.211148 -1.210601 0.0 0.0 0.0
C -4.256939 2.994230 -0.800743 0.0 0.0 0.0
C -4.149184 -1.326138 2.315490 0.0 0.0 0.0
C -5.054084 -2.362660 2.300003 0.0 0.0 0.0
C -2.762533 1.290118 3.505865 0.0 0.0 0.0
C -1.381791 5.316721 2.334549 0.0 0.0 0.0
C 10.916704 -4.096565 0.958082 0.0 0.0 0.0
C 0.415675 6.819982 1.393813 0.0 0.0 0.0
C -1.597717 0.854876 4.350208 0.0 0.0 0.0
C -0.940944 -2.499603 0.826838 0.0 0.0 0.0
C -6.092150 -2.313210 1.378497 0.0 0.0 0.0
C 9.685060 -2.520807 -1.479475 0.0 0.0 0.0
C -6.242571 2.387207 -1.952091 0.0 0.0 0.0
C -5.275817 0.978573 -0.283096 0.0 0.0 0.0
C 8.816947 -3.126380 -4.162085 0.0 0.0 0.0
C 12.288686 -4.228748 -2.010140 0.0 0.0 0.0
C -1.810818 -0.751453 -0.674825 0.0 0.0 0.0
C -0.340729 5.531734 1.435030 0.0 0.0 0.0
C -5.213349 3.296891 -1.746780 0.0 0.0 0.0
C 9.520961 -5.824849 -1.401951 0.0 0.0 0.0
C -0.031326 4.481751 0.566582 0.0 0.0 0.0
C -0.742579 3.306735 0.618141 0.0 0.0 0.0
C -6.180637 -1.229052 0.512310 0.0 0.0 0.0
C -2.049476 4.111667 2.348484 0.0 0.0 0.0
C -5.232914 -0.227616 0.580019 0.0 0.0 0.0
H -4.962126 -3.179008 3.001523 0.0 0.0 0.0
H 9.424162 -2.270760 -4.448618 0.0 0.0 0.0
H -0.044014 -3.058280 0.566807 0.0 0.0 0.0
H -3.445551 3.679970 -0.593023 0.0 0.0 0.0
H 0.335714 7.274947 0.405430 0.0 0.0 0.0
H 9.420986 -4.031642 -4.129214 0.0 0.0 0.0
H 11.510563 -3.208492 1.169808 0.0 0.0 0.0
H -0.881279 1.680596 4.376712 0.0 0.0 0.0
H 12.856889 -3.331180 -1.769347 0.0 0.0 0.0
H 8.574623 -5.786099 -0.863474 0.0 0.0 0.0
H 9.958843 -4.020234 1.471203 0.0 0.0 0.0
H 7.982041 -3.255117 -4.844725 0.0 0.0 0.0
H -7.079121 0.509791 -1.361579 0.0 0.0 0.0
H 1.475458 6.641901 1.581649 0.0 0.0 0.0
H 9.477092 -2.007922 -0.543275 0.0 0.0 0.0
H -1.675928 6.086745 3.034656 0.0 0.0 0.0
H 0.767793 4.582584 -0.155698 0.0 0.0 0.0
H 9.325190 -5.897825 -2.471689 0.0 0.0 0.0
H -1.085774 -0.005306 3.919191 0.0 0.0 0.0
H 12.909887 -5.097137 -1.786928 0.0 0.0 0.0
H -2.605045 -1.152518 -2.534054 0.0 0.0 0.0
H 12.070235 -4.236701 -3.077826 0.0 0.0 0.0
H -0.521233 2.478547 -0.042449 0.0 0.0 0.0
H -2.858498 3.929541 3.044416 0.0 0.0 0.0
H -3.336427 -1.316393 3.028430 0.0 0.0 0.0
H -1.600780 -3.140299 1.410337 0.0 0.0 0.0
H -6.994607 -1.180152 -0.194303 0.0 0.0 0.0
H -5.164643 4.223828 -2.299488 0.0 0.0 0.0
H 11.446868 -4.965170 1.350756 0.0 0.0 0.0
H -0.655528 -1.633502 1.415703 0.0 0.0 0.0
H -1.929932 0.644866 5.366160 0.0 0.0 0.0
H 0.046877 7.527345 2.132140 0.0 0.0 0.0
H -1.905709 -2.735741 -1.046508 0.0 0.0 0.0
H 10.036621 -6.739326 -1.104951 0.0 0.0 0.0
H -2.403690 0.497352 -2.139923 0.0 0.0 0.0
H 10.408271 -1.989961 -2.096362 0.0 0.0 0.0
```
Positions in Å, forces in eV/Å.

Its charge is +3. The spin multiplicity is 5. The value obtained for the total energy is -302446.0028 eV. The HOMO energy (spin up / spin down) comes out at -15.064 / -15.552 eV. Its gap between HOMO and LUMO (spin up / spin down) is 7.56 / 6.42 eV.

Löwdin population analysis, charges in e, atoms 1 to 5: number 1, Os, carries 1.55; number 2, Br, carries 0.91; number 3, Br, carries 0.91; number 4, Se, carries 1.17; number 5, Ge, carries 0.82